[1]
{"formula": "C34H27MoN10O9S4", "method": "the ωB97M-V functional and the def2-TZVPD basis", "species": ["Mo", "S", "S", "S", "S", "O", "O", "O", "O", "O", "O", "O", "O", "O", "N", "N", "N", "N", "N", "N", "N", "N", "N", "N", "C", "C", "C", "C", "C", "C", "C", "C", "C", "C", "C", "C", "C", "C", "C", "C", "C", "C", "C", "C", "C", "C", "C", "C", "C", "C", "C", "C", "C", "C", "C", "C", "C", "C", "H", "H", "H", "H", "H", "H", "H", "H", "H", "H", "H", "H", "H", "H", "H", "H", "H", "H", "H", "H", "H", "H", "H", "H", "H", "H", "H"], "coordinates": [[-1.16, -1.65, 0.55], [-0.91, -5.15, 0.72], [-2.90, -4.85, 1.02], [-3.10, -2.92, 0.21], [-0.12, -3.49, 1.68], [-0.51, -4.46, -4.17], [3.30, -2.63, -6.12], [3.16, 0.61, -0.88], [1.24, 1.64, 1.38], [-0.11, -1.90, -0.95], [0.08, -0.30, 1.85], [-1.51, -3.51, -2.52], [4.44, -1.10, -5.13], [1.54, -0.43, 0.26], [2.42, -2.04, 2.80], [2.12, -0.44, 7.31], [-2.25, 0.00, -2.15], [-2.17, 0.54, 2.69], [-2.45, -0.68, 2.16], [-2.91, 0.14, -0.97], [-0.55, 0.97, 0.05], [2.19, -0.16, -0.88], [3.50, -1.87, -5.19], [-0.58, -3.63, -3.26], [-0.57, 0.80, -3.69], [-1.55, 3.19, 0.10], [-2.04, 0.47, 4.02], [0.58, 0.49, 0.95], [1.51, -2.75, -4.09], [0.86, 2.00, -1.67], [0.73, -1.92, -1.91], [2.56, -1.89, -4.07], [1.89, -1.05, -1.93], [-3.64, 5.18, 2.57], [4.31, -1.28, 4.69], [-4.24, -0.87, -2.49], [-2.89, 4.06, 1.90], [-2.51, -1.51, 3.21], [1.10, 1.52, -5.43], [2.30, 1.43, 2.29], [-2.26, -0.83, 4.41], [-1.01, 0.66, -2.37], [0.59, -2.75, -3.06], [1.29, 2.12, -2.98], [2.48, -0.80, 6.28], [3.72, -2.06, 2.52], [-4.11, -0.36, -1.18], [2.75, -1.02, -3.00], [-2.26, 4.22, 0.68], [-3.03, -0.63, -3.08], [2.04, -1.65, 4.01], [-1.39, 1.94, 0.70], [2.95, -1.25, 4.98], [-2.81, 2.80, 2.47], [-0.25, 1.22, -1.33], [-2.09, 1.75, 1.91], [0.59, 1.49, -4.00], [4.70, -1.69, 3.43], [2.76, 2.41, 2.46], [-3.44, 6.14, 2.08], [-1.15, 0.38, -4.49], [0.28, 1.47, -6.14], [-4.72, 5.01, 2.54], [1.75, 0.66, -5.61], [-4.83, -0.38, -0.38], [-2.22, -1.24, 5.40], [-2.31, 5.18, 0.16], [-3.35, 5.27, 3.62], [5.75, -1.72, 3.16], [-1.08, 3.36, -0.85], [2.18, 2.70, -3.21], [-5.09, -1.37, -2.93], [-3.36, 2.61, 3.39], [5.03, -0.99, 5.44], [3.58, -0.33, -2.98], [1.37, -3.43, -4.92], [3.05, 0.75, 1.88], [-2.66, -0.90, -4.05], [0.97, -1.64, 4.19], [1.68, 2.42, -5.62], [1.41, 2.45, -0.87], [-1.79, 1.34, 4.60], [-2.78, -2.54, 3.05], [1.93, 1.04, 3.24], [3.99, -2.36, 1.51]], "mulliken_spin": [0.92, 0.00, 0.00, -0.04, 0.04, 0.01, 0.01, 0.44, 0.00, -0.01, -0.05, 0.01, 0.00, -0.02, 0.00, 0.00, 0.00, 0.00, 0.02, 0.00, 0.00, 0.37, 0.00, 0.00, -0.01, 0.00, 0.00, -0.01, 0.06, -0.02, 0.05, 0.03, -0.06, 0.00, 0.00, 0.00, 0.00, -0.02, 0.00, 0.00, 0.01, 0.00, 0.02, -0.01, 0.00, 0.00, 0.01, 0.14, 0.00, 0.00, -0.01, 0.01, 0.00, 0.00, 0.03, 0.00, 0.02, 0.00, 0.00, 0.00, 0.00, 0.00, 0.00, 0.00, 0.00, 0.00, 0.00, 0.00, 0.00, 0.00, 0.00, 0.00, 0.00, 0.00, 0.02, 0.00, 0.00, 0.00, 0.00, 0.00, 0.02, 0.00, 0.01, 0.00, 0.00], "orbital_gap_ha": [0.207, 0.205], "spin_multiplicity": 3, "total_charge": -1}

[2]
{"formula": "C5H14N2O", "method": "the ωB97M-V functional and the def2-TZVPD basis", "species": ["O", "N", "N", "C", "C", "C", "C", "C", "H", "H", "H", "H", "H", "H", "H", "H", "H", "H", "H", "H", "H", "H"], "coordinates": [[-1.02, -0.21, 0.85], [1.68, -1.60, 0.25], [-0.24, -1.29, -1.98], [0.46, 1.66, 1.36], [-1.96, 2.03, 0.73], [-0.72, 1.16, 0.54], [1.04, -1.86, -2.05], [2.00, -1.76, -1.08], [-1.77, 3.05, 0.40], [2.17, -2.86, -1.56], [0.74, -1.36, 0.52], [2.28, -2.06, 0.92], [-0.90, -1.64, -2.66], [1.38, -2.01, -3.07], [-0.45, 1.13, -0.52], [-0.63, -1.18, -1.06], [-2.25, 2.06, 1.78], [-2.79, 1.63, 0.15], [0.22, 1.66, 2.43], [0.73, 2.67, 1.07], [-1.30, -0.26, 1.78], [1.33, 1.02, 1.20]], "lowdin_charge": [-0.10, 0.02, 0.06, -0.05, -0.06, -0.48, -0.29, -0.27, 0.08, 0.13, 0.04, 0.08, 0.08, 0.09, 0.13, 0.04, 0.08, 0.08, 0.08, 0.08, 0.10, 0.07], "orbital_gap_ha": 0.287, "smiles": "N/C=C\\N.CC(C)O"}

[3]
{"formula": "C24H66F6O21PS9", "method": "the ωB97M-V functional and the def2-TZVPD basis", "species": ["S", "S", "S", "S", "S", "S", "S", "S", "S", "P", "F", "F", "F", "F", "F", "F", "O", "O", "O", "O", "O", "O", "O", "O", "O", "O", "O", "O", "O", "O", "O", "O", "O", "O", "O", "O", "O", "C", "C", "C", "C", "C", "C", "C", "C", "C", "C", "C", "C", "C", "C", "C", "C", "C", "C", "C", "C", "C", "C", "C", "C", "H", "H", "H", "H", "H", "H", "H", "H", "H", "H", "H", "H", "H", "H", "H", "H", "H", "H", "H", "H", "H", "H", "H", "H", "H", "H", "H", "H", "H", "H", "H", "H", "H", "H", "H", "H", "H", "H", "H", "H", "H", "H", "H", "H", "H", "H", "H", "H", "H", "H", "H", "H", "H", "H", "H", "H", "H", "H", "H", "H", "H", "H", "H", "H", "H", "H"], "coordinates": [[-0.42, 2.55, 16.79], [-4.26, -1.40, 15.92], [1.45, 1.81, 12.41], [-4.39, 5.38, 17.33], [-1.86, -3.57, 13.77], [-6.50, 0.45, 11.23], [-2.17, 6.01, 13.26], [-4.76, -4.46, 11.85], [-1.84, 0.88, 9.15], [-2.23, 0.76, 13.21], [-1.41, 2.12, 13.40], [-1.35, 0.13, 14.46], [-1.20, 0.15, 12.12], [-3.36, 1.22, 14.32], [-3.03, -0.70, 13.08], [-3.17, 1.53, 12.08], [2.95, 2.01, 12.27], [-0.59, 3.84, 15.76], [-3.38, -2.09, 16.91], [-5.64, 1.85, 11.24], [-4.59, 0.03, 16.06], [-5.80, -4.81, 10.87], [-3.61, 5.89, 13.85], [-1.43, 1.63, 8.00], [-4.85, -3.40, 12.86], [-5.38, 6.03, 18.21], [-0.75, 2.92, 18.18], [-3.30, 4.58, 17.91], [-3.05, -0.26, 8.79], [-0.91, 0.18, 10.00], [-7.59, 0.73, 12.10], [-3.34, -4.17, 10.98], [0.90, 1.94, 16.48], [-5.68, -2.30, 15.86], [-1.57, -3.90, 15.22], [-6.75, 0.10, 9.85], [-5.21, 4.46, 16.18], [-4.46, 3.92, 15.12], [-2.43, 6.58, 11.53], [-1.75, -1.99, 7.83], [-5.17, 2.61, 14.91], [-0.75, -2.07, 13.46], [-5.35, 2.54, 12.45], [-5.89, -4.53, 14.91], [-0.95, -4.73, 12.65], [0.64, 3.41, 12.92], [-1.74, 1.62, 15.98], [-1.52, 4.84, 16.01], [-4.17, -5.96, 12.72], [-5.64, -3.67, 16.13], [-4.68, 3.82, 12.02], [1.09, 0.85, 13.89], [-2.49, -1.91, 10.71], [-3.44, -2.98, 10.21], [-3.60, -1.76, 14.23], [-1.71, 4.28, 12.83], [-2.88, -1.00, 7.62], [-3.75, 6.77, 16.30], [-2.78, 2.13, 10.18], [-0.92, 6.23, 16.13], [-5.26, -0.75, 11.86], [-3.16, -5.61, 12.94], [-0.21, 6.03, 16.93], [-4.57, 2.02, 14.22], [-1.58, -5.58, 12.39], [-3.20, 1.61, 11.04], [-4.17, 4.33, 12.84], [-4.64, 4.56, 14.26], [-0.03, -5.15, 13.05], [-0.90, 4.14, 12.11], [-6.23, 2.69, 14.66], [-4.16, -6.79, 12.02], [-2.94, 7.20, 16.88], [-2.11, 4.61, 16.90], [-2.58, 3.75, 12.45], [-5.73, -1.70, 12.10], [-4.68, 2.05, 13.15], [-4.31, -1.34, 13.52], [-4.38, -0.82, 11.22], [-2.95, 7.54, 11.55], [-6.51, -3.83, 16.78], [-1.73, -2.67, 6.98], [-6.26, 2.69, 13.02], [-6.27, -5.48, 15.27], [-1.86, -2.72, 8.63], [-3.97, 3.62, 11.21], [-2.18, 4.90, 15.15], [-1.41, 6.64, 11.16], [1.11, 3.84, 13.80], [-1.45, 3.79, 13.77], [-0.80, -1.50, 8.06], [0.17, 0.27, 13.81], [-0.98, -1.27, 14.16], [-6.53, -4.15, 14.11], [-3.85, -1.45, 7.42], [-3.51, -2.83, 14.06], [-5.26, 2.09, 15.86], [-5.47, 4.48, 11.68], [-4.67, -6.12, 13.67], [-2.56, -1.10, 9.99], [-4.53, 7.53, 16.19], [-2.57, 2.30, 15.79], [-1.30, 1.32, 15.02], [-3.38, 6.40, 15.35], [0.64, 4.18, 12.14], [-3.41, 3.66, 15.14], [-2.83, -1.46, 11.65], [-4.77, -0.28, 12.72], [-2.11, 2.91, 10.56], [-4.43, -2.53, 10.18], [0.30, -2.34, 13.58], [-2.67, -1.20, 14.26], [-1.50, 7.11, 16.40], [-0.37, 3.08, 13.16], [-3.05, 5.86, 11.00], [-0.70, -4.20, 11.73], [-1.46, -2.25, 10.84], [-3.14, -3.19, 9.19], [-4.88, -4.61, 14.51], [1.19, 1.43, 14.81], [-1.96, 0.79, 16.65], [-4.82, -4.01, 16.75], [1.84, 0.06, 14.00], [-0.38, 6.43, 15.20], [-2.66, -0.34, 6.78], [-0.84, -1.68, 12.44], [-3.56, 2.63, 9.61]], "lowdin_charge": [0.77, 0.80, 0.89, 0.77, 0.88, 0.68, 1.03, 0.75, 0.73, 0.53, -0.20, -0.26, -0.14, -0.18, -0.34, -0.08, -0.58, -0.27, -0.32, -0.25, -0.30, -0.28, -0.61, -0.28, -0.40, -0.32, -0.28, -0.30, -0.31, -0.30, -0.26, -0.25, -0.32, -0.25, -0.48, -0.29, -0.20, -0.28, -0.20, -0.07, -0.09, -0.17, -0.29, -0.08, -0.23, -0.25, -0.09, -0.39, -0.08, -0.30, -0.05, -0.25, -0.11, -0.26, -0.29, -0.27, -0.25, -0.11, -0.08, -0.07, -0.08, 0.00, 0.10, 0.00, 0.02, -0.16, 0.02, 0.07, 0.06, 0.04, 0.10, 0.08, 0.05, 0.04, 0.03, 0.08, 0.04, 0.05, 0.05, 0.06, 0.11, 0.09, 0.11, 0.09, 0.04, 0.04, 0.02, 0.05, 0.08, 0.04, 0.09, 0.00, 0.02, 0.09, 0.13, -0.03, 0.09, 0.12, 0.06, 0.01, 0.08, 0.07, -0.02, -0.02, 0.06, 0.10, 0.05, 0.05, 0.07, 0.11, 0.08, 0.03, 0.06, -0.05, 0.05, 0.04, 0.09, 0.09, 0.02, 0.02, 0.10, 0.12, 0.07, 0.06, 0.12, 0.03, 0.08], "orbital_gap_ha": 0.292, "total_charge": -1}